{
  "formula": "C19H23N3O8S",
  "method": "ωB97M-V/def2-TZVPD",
  "smiles": "CCOC(=O)C1CCN(C(=O)COC(=O)CSc2ccc(C(N)=O)cc2[N+](=O)[O-])CC1",
  "charge": 0,
  "homo_ha": -0.32651,
  "e_lumo_ha": -0.032,
  "elements": ["C", "C", "H", "H", "O", "C", "O", "C", "C", "H", "C", "N", "C", "O", "C", "H", "H", "O", "C", "O", "C", "H", "H", "S", "C", "C", "C", "C", "C", "C", "N", "O", "O", "H", "C", "O", "N", "H", "H", "H", "H", "C", "C", "H", "H", "H", "H", "H", "H", "H", "H", "H", "H", "H"],
  "xyz": [[-2.6178, -3.7104, -0.8263], [-1.6949, -3.6517, 0.3818], [-2.0296, -2.8828, 1.0852], [-1.6486, -4.6168, 0.8893], [-0.3382, -3.3799, 0.0053], [-0.0242, -2.1320, -0.3174], [-0.8133, -1.2196, -0.3652], [1.4634, -1.9948, -0.5753], [1.7604, -0.7256, -1.3701], [1.3129, -0.7864, -2.3633], [3.2683, -0.5146, -1.4954], [3.8885, -0.4857, -0.1920], [4.5103, 0.5535, 0.3953], [5.0748, 0.4682, 1.4665], [4.4718, 1.8958, -0.3542], [5.0045, 1.8428, -1.3078], [4.9378, 2.6510, 0.2858], [3.1147, 2.2534, -0.6081], [2.6089, 3.3124, 0.0338], [3.2423, 4.1114, 0.6620], [1.1075, 3.3319, -0.1343], [0.8418, 3.1286, -1.1694], [0.7067, 4.2772, 0.2235], [0.5132, 1.9295, 0.9226], [-1.1848, 1.8969, 0.5609], [-1.8414, 2.8237, -0.2576], [-3.1896, 2.7175, -0.5001], [-3.9626, 1.6925, 0.0617], [-3.3336, 0.7627, 0.8644], [-1.9686, 0.8699, 1.1162], [-1.3567, -0.1018, 1.9299], [-0.1639, 0.0412, 2.1734], [-2.0218, -1.0229, 2.3639], [-3.8478, -0.0817, 1.2982], [-5.4174, 1.6569, -0.2814], [-5.8607, 2.2275, -1.2553], [-6.2055, 0.9520, 0.5630], [-5.8682, 0.5509, 1.4184], [-7.1938, 0.9257, 0.3744], [-3.6875, 3.4287, -1.1419], [-1.2946, 3.6341, -0.7080], [3.6803, -1.7061, 0.5618], [2.1849, -1.9311, 0.7800], [2.0289, -2.8597, 1.3294], [1.7763, -1.1069, 1.3688], [4.1972, -1.5999, 1.5163], [4.1136, -2.5466, 0.0078], [3.4659, 0.4065, -2.0376], [3.7072, -1.3507, -2.0564], [1.3192, 0.1225, -0.8471], [1.8002, -2.8833, -1.1188], [-3.6173, -3.9865, -0.5033], [-2.2592, -4.4484, -1.5402], [-2.6603, -2.7389, -1.3127]]
}